53
Properties=species:S:1:pos:R:3:forces:R:3:mulliken_spin:R:1 method="wB97M-V/def2-TZVPD" multiplicity=2 charge=+2 orbital_gap_ha="0.18608 / 0.18338" s2=1.137 lumo_energy_ev="-9.3 / -9.1" e_above_lowest_kcal_mol=58.1
Ir -1.47234 0.03893 -0.15796 1.68 -1.83 1.72 1.31
C -3.67307 2.45060 -0.25565 0.12 0.01 -0.06 0.02
C -2.26602 2.93776 -0.38822 0.05 0.15 -0.02 -0.02
C -1.99887 4.27563 -0.73213 -0.05 -0.03 0.04 -0.01
C -0.71142 4.72264 -0.79785 -0.10 0.15 -0.07 0.02
C 0.34979 3.86062 -0.44607 0.10 0.14 -0.05 0.00
C 1.70309 4.26909 -0.39159 -0.11 0.03 0.03 0.00
C 2.67893 3.39656 0.01284 0.17 -0.17 0.05 -0.01
C 2.33972 2.09228 0.40001 0.03 0.33 0.16 0.00
C 1.02548 1.66671 0.33386 0.88 0.08 0.18 0.03
S 0.55692 0.12372 0.92841 -1.03 -0.04 -0.89 -0.04
C 0.02736 2.54208 -0.11546 -0.35 0.02 -0.11 -0.03
N -1.26378 2.08443 -0.15541 -1.07 0.03 -0.30 0.03
H -4.31233 3.24188 0.13279 0.02 0.05 -0.05 0.01
H -3.71721 1.60610 0.43137 -0.05 0.02 -0.03 -0.01
H -4.06667 2.15074 -1.23134 0.02 0.00 0.02 0.00
H -2.83324 4.93018 -0.94325 0.03 0.01 0.00 0.00
H -0.50019 5.74273 -1.09706 0.02 -0.02 0.06 0.00
H 1.95445 5.29235 -0.64043 -0.02 -0.01 -0.05 0.00
H 3.70860 3.72173 0.07139 -0.01 -0.02 -0.02 0.00
H 3.09897 1.41659 0.77395 -0.02 0.09 0.02 0.00
C -5.50117 -0.65260 -0.13283 -0.22 -0.04 0.20 0.00
Te -3.69833 -1.35716 -0.97290 -0.75 1.13 -1.12 -0.01
C -3.85484 -3.31672 -0.22987 0.36 0.02 0.65 0.00
H -6.31422 -1.25443 -0.53638 0.05 0.04 -0.02 0.00
H -5.65277 0.38775 -0.40693 0.00 -0.04 -0.03 0.00
H -5.47400 -0.75987 0.94914 0.01 0.04 -0.01 0.00
H -3.96048 -3.28438 0.85122 -0.01 -0.13 0.00 0.00
H -2.95067 -3.84428 -0.51591 0.00 -0.06 0.00 0.00
H -4.73503 -3.75439 -0.69483 0.00 0.13 -0.07 0.00
C 5.19781 -0.96538 1.02678 -0.24 0.06 -0.05 0.00
C 3.79544 -1.37357 0.66805 0.31 -0.09 0.04 -0.05
C 3.09510 -2.28189 1.48934 -0.21 -0.02 0.06 -0.10
C 1.82645 -2.74636 1.19032 0.29 -0.11 0.47 -0.01
C 1.17311 -3.75639 2.09896 0.02 0.03 -0.13 0.00
C 1.19793 -2.23809 0.04052 -0.30 0.36 -0.31 -0.12
C 1.89120 -1.32429 -0.83738 0.10 0.35 -0.02 -0.01
C 1.34162 -0.87266 -2.16410 0.14 -0.31 0.14 0.02
C 3.18203 -0.91017 -0.47676 -0.07 -0.29 -0.19 -0.03
C -0.18671 -2.73920 -0.28854 0.23 0.62 -0.01 -0.04
O -0.45308 -3.89776 -0.25089 -0.21 -0.30 -0.15 0.00
O -1.12280 -1.81886 -0.62959 0.33 -0.38 -0.07 0.05
H 5.77128 -1.82124 1.38032 0.00 0.00 0.01 0.00
H 5.18193 -0.22915 1.83620 0.01 -0.05 0.02 0.00
H 5.71241 -0.52332 0.17507 -0.01 -0.02 0.02 0.00
H 3.56704 -2.62777 2.40292 0.05 -0.06 -0.09 0.00
H 1.78662 -3.93114 2.97959 -0.01 0.08 0.01 0.00
H 1.04985 -4.70193 1.57454 -0.01 -0.03 0.00 0.00
H 0.17845 -3.44213 2.41863 0.01 0.03 0.00 0.00
H 0.88766 -1.70219 -2.70725 -0.03 0.01 0.00 0.00
H 2.13370 -0.44761 -2.77621 0.03 -0.05 0.02 0.00
H 0.57674 -0.11019 -2.03727 -0.13 0.11 0.00 0.00
H 3.72957 -0.26596 -1.15619 -0.05 0.00 0.03 0.00

---

57
Properties=species:S:1:pos:R:3:forces:R:3:nbo_charge:R:1 method="wB97M-V/def2-TZVPD" orbital_gap_ha="0.25029 / 0.25262" lumo_energy_ev="0.3 / 0.3"
Mn 0.26874 -0.76186 0.15089 0.12 -0.08 -0.26 0.53
C -5.28443 -4.54658 4.13134 -0.03 -0.04 0.05 -0.63
C -4.56964 -3.50186 3.32453 0.04 0.02 -0.06 0.01
C -4.84280 -2.14990 3.49403 -0.01 -0.06 0.02 -0.21
C -4.19315 -1.18971 2.73527 -0.01 0.08 -0.04 -0.18
C -3.24868 -1.57878 1.79844 0.08 -0.01 -0.05 -0.37
C -2.96467 -2.92494 1.61146 0.05 0.11 -0.01 -0.10
C -3.62404 -3.87314 2.36897 -0.06 0.00 0.06 -0.24
S -2.38685 -0.32072 0.88822 -0.15 -0.07 0.34 2.34
O -3.29828 0.78755 0.81136 0.10 -0.07 -0.13 -0.93
O -1.91498 -0.91744 -0.38297 -0.15 0.03 0.01 -0.98
N -1.01576 -0.01192 1.56965 0.04 -0.17 -0.49 -1.01
C -0.52015 0.18894 2.81806 0.02 0.10 0.27 0.18
C -1.18285 0.41810 4.00572 0.06 0.00 -0.15 -0.27
C -0.45238 0.60761 5.19422 0.16 0.00 0.02 -0.18
C 0.91630 0.59026 5.21233 -0.14 0.00 -0.03 -0.23
C 1.62836 0.36692 4.00748 0.15 0.05 0.19 -0.09
C 3.04132 0.34678 3.93317 0.12 -0.04 -0.19 -0.13
C 3.65703 0.12192 2.73125 -0.30 0.03 0.11 -0.26
C 2.86296 -0.10932 1.58945 -0.41 0.04 0.27 0.06
N 1.53970 -0.10727 1.62075 0.50 0.05 0.14 -0.45
C 0.91533 0.15083 2.82348 0.04 0.00 -0.28 0.20
H -5.89491 -4.09578 4.91193 -0.01 0.01 0.01 0.22
H -4.57601 -5.22661 4.60565 0.01 -0.01 0.00 0.22
H -5.93991 -5.14631 3.49733 0.00 -0.01 -0.01 0.22
H -5.57942 -1.84246 4.22543 -0.02 0.01 0.02 0.21
H -4.43213 -0.14147 2.85093 0.01 0.02 -0.01 0.24
H -2.22771 -3.21606 0.88159 0.02 -0.01 -0.06 0.22
H -3.40099 -4.92334 2.22147 0.00 -0.02 0.00 0.21
H -2.26258 0.46512 4.03106 -0.01 -0.01 -0.06 0.22
H -1.00168 0.77745 6.11088 0.02 0.01 0.04 0.21
H 1.46703 0.74327 6.13007 0.01 0.01 0.04 0.21
H 3.61594 0.51214 4.83589 0.03 0.01 0.00 0.22
H 4.73199 0.10478 2.63003 0.04 0.01 0.06 0.22
H 3.32330 -0.31695 0.63415 -0.04 -0.02 -0.08 0.21
C 1.20770 1.19696 -1.78486 -0.03 0.07 0.11 -0.24
O 1.78900 -0.05005 -2.12337 -0.21 -0.06 -0.05 -0.54
C 1.38089 -1.08149 -1.32217 -0.07 0.03 0.35 0.21
C 2.06517 -2.31155 -1.87123 0.22 0.01 0.03 -0.72
H 1.80714 1.70716 -1.02661 -0.04 -0.03 0.01 0.18
H 0.18100 1.05920 -1.41207 0.05 0.03 -0.07 0.18
H 1.17021 1.80371 -2.68769 0.00 0.02 0.01 0.20
H 2.75185 -2.07403 -2.68623 0.04 0.05 0.04 0.21
H 1.33321 -3.02271 -2.25201 -0.08 0.00 -0.03 0.21
H 2.61201 -2.82879 -1.07895 -0.03 0.01 0.03 0.22
S 0.57211 -2.93577 1.27602 0.20 -0.07 -0.11 -0.15
C 0.16688 -4.06860 0.12036 -0.27 0.16 -0.35 0.31
N 0.52208 -5.37604 0.08507 -0.04 0.16 0.17 -0.60
C -0.23492 -6.10863 -0.92078 -0.02 -0.15 -0.11 -0.22
C -0.85177 -4.97615 -1.77118 -0.02 -0.05 -0.08 -0.22
N -0.59959 -3.80857 -0.95130 -0.06 -0.06 0.37 -0.61
H 0.86540 -5.79924 0.93004 0.02 -0.04 -0.04 0.42
H -1.00950 -6.73238 -0.46571 0.03 0.04 0.01 0.19
H 0.42228 -6.74622 -1.51169 -0.06 -0.01 0.02 0.21
H -1.92197 -5.12222 -1.92403 0.05 0.00 -0.05 0.21
H -0.36937 -4.88994 -2.74871 0.01 0.00 0.05 0.20
H -0.89695 -2.85820 -1.14178 0.01 -0.04 -0.02 0.46

---

54
Properties=species:S:1:pos:R:3:forces:R:3:nbo_charge:R:1 method="wB97M-V/def2-TZVPD" charge=-1 orbital_gap_ha=0.15026 lumo_energy_ev=1.7
C 5.24690 1.48346 0.87340 0.07 0.01 0.24 -0.62
C 3.87628 1.32745 0.24238 0.15 -0.92 0.09 0.09
C 3.26144 2.62124 -0.20620 -0.41 0.45 0.08 -0.64
O 3.02382 0.63396 1.26332 0.08 0.51 -0.82 -0.50
C 1.90215 0.11668 0.74505 -0.09 -0.64 -2.35 0.82
N 1.12544 -0.43510 1.85166 -1.53 -0.19 1.58 -0.19
N 0.12228 -1.09281 1.54325 0.08 1.31 -0.70 -0.10
C -0.88381 -1.46593 2.56924 1.04 -1.54 -0.52 0.86
O -1.23451 -2.62969 2.54045 0.18 1.41 0.51 -0.58
O -1.34354 -0.48681 3.33933 -0.02 -0.63 0.65 -0.50
C -2.12727 -0.97235 4.54246 -0.31 0.15 -1.05 0.10
C -2.92823 0.21737 5.02596 0.00 0.28 0.02 -0.63
C -1.16850 -1.53651 5.55176 0.53 -0.02 0.18 -0.64
O 1.58128 0.12486 -0.42583 0.34 0.02 2.15 -0.51
H 5.96112 1.88253 0.14533 -0.22 -0.02 0.00 0.21
H 5.21932 2.17514 1.72350 -0.05 -0.13 -0.09 0.21
H 5.63826 0.52084 1.21515 -0.13 0.10 -0.01 0.22
H 3.95311 0.65187 -0.62232 -0.18 0.06 0.31 0.21
H 3.89216 3.08513 -0.97200 -0.03 -0.14 0.09 0.22
H 2.27303 2.45556 -0.64738 0.20 0.05 0.09 0.26
H 3.18048 3.32656 0.63096 -0.02 -0.12 -0.10 0.20
H -2.80469 -1.75976 4.18516 0.26 0.23 -0.06 0.21
H -3.58872 -0.06904 5.85088 0.17 -0.14 -0.07 0.21
H -2.26933 1.01371 5.39193 -0.08 -0.12 -0.13 0.21
H -3.56889 0.62087 4.23571 0.22 -0.08 0.03 0.23
H -1.70982 -1.94122 6.41239 -0.03 0.08 -0.12 0.22
H -0.57938 -2.35204 5.11572 -0.13 0.19 0.10 0.23
H -0.48733 -0.75285 5.91067 -0.12 -0.19 -0.08 0.21
C 2.75412 -2.69701 -4.19116 0.07 -0.02 0.01 -0.31
C 2.69405 -1.30214 -4.03810 -0.40 -0.57 0.10 -0.23
C 1.54855 -0.70632 -3.52882 -0.10 -0.10 0.01 -0.26
C 0.41611 -1.47840 -3.12008 0.77 -0.45 -0.47 0.10
C -0.77561 -0.88885 -2.62487 -1.24 1.57 0.30 -0.51
C -1.09171 0.50884 -2.72073 0.42 -1.75 -0.11 0.41
C -2.40272 1.01667 -2.13196 -0.19 0.12 -0.07 0.01
C -2.53645 2.39844 -1.89322 -0.15 -0.16 0.18 -0.21
C -3.67492 2.91614 -1.27545 -0.20 -0.56 -0.05 -0.24
C -4.73374 2.05843 -0.92730 0.30 -0.02 -0.09 -0.25
C -4.64809 0.69276 -1.23237 0.37 0.31 -0.14 -0.24
C -3.49478 0.18519 -1.85001 -0.19 0.28 0.28 -0.22
O -0.35800 1.35478 -3.27404 0.00 0.77 0.05 -0.74
C 0.52660 -2.90035 -3.25076 0.17 0.53 0.01 -0.28
C 1.66413 -3.48956 -3.79197 0.09 0.39 0.06 -0.23
H 3.64299 -3.16118 -4.61835 -0.16 0.04 0.09 0.18
H 3.54317 -0.67618 -4.32367 -0.20 -0.19 0.02 0.19
H 1.47929 0.37417 -3.44156 0.00 -0.30 0.01 0.25
H -1.50481 -1.54827 -2.15931 0.16 0.05 -0.06 0.18
H -1.73240 3.06821 -2.19621 -0.04 -0.34 0.08 0.23
H -3.73615 3.98532 -1.06452 -0.05 -0.26 -0.05 0.20
H -5.61661 2.45844 -0.42665 0.17 -0.11 -0.14 0.19
H -5.47452 0.02304 -0.98770 0.18 0.18 -0.09 0.20
H -3.43980 -0.86681 -2.12528 -0.02 0.23 0.17 0.21
H -0.32055 -3.51299 -2.92869 0.25 0.13 -0.13 0.19
H 1.70880 -4.57545 -3.90915 0.01 0.27 0.04 0.19

---

52
Properties=species:S:1:pos:R:3:forces:R:3:nbo_charge:R:1 method="wB97M-V/def2-TZVPD" orbital_gap_ha=0.34660 lumo_energy_ev=0.7 e_above_lowest_kcal_mol=40.7
C 5.05877 -0.94028 1.48088 -0.07 0.17 0.03 -0.59
C 4.20641 0.22736 0.98092 0.07 -0.12 0.05 -0.45
C 3.49823 -0.10369 -0.30574 -0.16 0.08 0.09 0.07
C 4.24440 -0.39253 -1.44390 -0.02 0.01 -0.06 -0.23
C 3.63967 -0.73163 -2.63904 0.08 0.01 -0.03 -0.20
C 2.25792 -0.77937 -2.72334 -0.06 -0.03 -0.02 -0.22
C 1.49636 -0.47704 -1.61134 0.02 -0.08 0.00 -0.22
C 2.10491 -0.13587 -0.40691 0.28 0.03 -0.29 0.11
N 1.27730 0.14771 0.71155 -0.03 -0.39 -0.02 -0.48
C 0.52674 -0.96811 1.26518 -0.15 -0.21 0.34 -0.21
C 1.43358 -2.00711 1.91104 -0.16 0.16 -0.14 -0.62
C 1.05183 1.39331 1.18976 0.40 0.39 0.03 0.70
O 0.36855 1.59981 2.17373 -0.17 0.20 0.18 -0.62
C 1.65578 2.55105 0.39879 -0.09 0.05 0.18 -0.49
C 0.88023 2.76094 -0.91668 0.00 0.16 0.12 -0.46
C -0.56226 2.51143 -0.68332 -0.38 -0.34 -0.34 0.54
N -1.17443 1.37097 -0.75601 0.34 0.01 -0.13 -0.52
C -2.45602 1.68148 -0.38323 0.67 0.97 0.01 0.31
C -3.51517 0.69955 -0.29563 -0.50 -0.39 0.06 -0.13
C -4.79837 1.07803 0.09633 0.17 -0.06 -0.05 -0.15
C -5.79770 0.13190 0.18256 0.03 -0.04 -0.02 -0.22
C -5.54733 -1.20549 -0.11541 0.07 0.02 -0.04 0.00
C -6.64285 -2.21999 -0.00048 -0.01 0.01 0.05 -0.63
C -4.26519 -1.57343 -0.50459 -0.14 -0.02 0.03 -0.24
C -3.25651 -0.63446 -0.59582 0.06 0.29 0.04 -0.11
N -2.60151 2.95420 -0.11675 -1.17 -0.44 0.22 -0.15
O -1.37305 3.50293 -0.30904 0.85 0.10 -0.17 -0.27
H 4.44126 -1.81734 1.65631 -0.03 -0.11 0.02 0.21
H 5.82584 -1.20275 0.75673 0.08 -0.06 -0.04 0.20
H 5.54663 -0.67061 2.41460 0.08 -0.03 0.08 0.21
H 4.85792 1.09160 0.81991 -0.08 0.05 0.04 0.21
H 3.47954 0.49311 1.74943 0.08 0.06 -0.04 0.22
H 5.32232 -0.34867 -1.38738 0.13 -0.01 0.01 0.21
H 4.24470 -0.95442 -3.50510 0.06 -0.02 -0.08 0.22
H 1.77631 -1.03957 -3.65384 -0.05 -0.02 -0.08 0.22
H 0.41808 -0.47191 -1.66501 -0.12 0.01 0.02 0.24
H -0.05910 -1.43183 0.46587 -0.02 0.07 0.02 0.19
H -0.15690 -0.54604 2.00443 0.04 -0.08 -0.18 0.25
H 0.83026 -2.81189 2.32248 -0.02 -0.12 0.04 0.22
H 2.11669 -2.42659 1.17483 0.09 -0.09 -0.01 0.20
H 2.01011 -1.56002 2.71700 0.08 0.03 0.10 0.21
H 1.55458 3.43788 1.02643 0.04 -0.15 0.00 0.24
H 2.70841 2.38462 0.17829 0.03 0.04 0.00 0.23
H 1.22868 2.05968 -1.67522 -0.09 0.12 0.01 0.25
H 1.01785 3.78339 -1.26958 0.05 -0.06 -0.05 0.24
H -4.98725 2.11423 0.32827 -0.07 0.10 0.04 0.23
H -6.79165 0.42777 0.48652 -0.10 0.04 0.03 0.21
H -6.34935 -3.16578 -0.44883 -0.03 -0.07 -0.02 0.21
H -6.87968 -2.39584 1.04897 -0.06 -0.07 0.04 0.22
H -7.54799 -1.86369 -0.48897 -0.08 -0.04 -0.03 0.22
H -4.05588 -2.60762 -0.73919 0.01 -0.09 -0.03 0.21
H -2.26159 -0.91936 -0.90046 0.10 -0.04 -0.03 0.21